Entry 1:
C49H46I2NO5P2SiV as an isolated structure in a non-equilibrium geometry. Source: the Open Molecules 2025 dataset; level of theory: ωB97M-V/def2-TZVPD.

The geometry in XYZ format:
```
107
Properties=species:S:1:pos:R:3:forces:R:3
V -13.62345 -15.08823 9.19161 -2.3 0.0 0.6
I -9.09674 -9.70450 9.77057 0.1 0.4 -0.1
C -8.25638 -11.58832 10.23328 -1.5 0.2 -1.1
I -9.71403 -13.09779 9.61730 0.9 0.4 0.3
H -8.15523 -11.65412 11.27770 0.1 -0.2 1.2
H -7.32934 -11.59174 9.71117 0.5 -0.7 -0.4
O -15.18931 -18.62247 8.44392 2.2 1.4 -1.6
C -14.29907 -17.84099 8.06646 -2.6 -1.6 1.2
O -13.86435 -16.95052 8.96445 0.7 1.8 -0.3
C -13.70278 -17.79121 6.67283 0.2 0.2 2.1
C -14.24016 -18.61719 5.72196 -1.0 -0.2 0.6
C -13.73287 -18.71983 4.44914 2.1 2.4 0.7
C -12.58920 -17.88850 4.15854 -1.4 -0.6 2.2
C -12.00130 -17.07878 5.18255 -0.7 -1.8 -2.6
C -12.54486 -17.06610 6.45144 1.6 1.2 -0.3
P -11.54208 -16.10509 7.68323 -0.5 0.8 0.4
C -10.89626 -17.33373 8.84517 -0.7 -1.2 -1.9
C -10.46328 -16.96738 10.07308 0.5 -1.0 2.8
C -10.21420 -17.91253 11.10384 -0.7 0.3 -2.8
C -10.39975 -19.22751 10.76099 0.7 -1.0 1.4
C -10.78212 -19.65222 9.51585 -1.4 0.4 -1.8
C -11.06375 -18.69466 8.50709 -0.1 -0.7 0.5
C -10.06506 -15.47567 6.76774 -0.4 0.2 0.0
C -8.77781 -15.88974 7.07342 1.0 0.2 -0.1
C -7.69769 -15.50204 6.25610 -0.4 0.1 0.3
C -7.88124 -14.59225 5.21126 0.0 0.5 0.2
C -9.14574 -14.04791 4.99295 -0.8 0.1 -0.3
C -10.21418 -14.52199 5.75506 -0.5 1.3 0.2
H -15.11354 -19.14622 6.09893 0.1 -0.2 -0.5
H -14.27147 -19.34844 3.81231 -0.1 -0.8 -1.4
H -12.08075 -17.86646 3.23219 0.1 -0.2 -1.0
H -11.08603 -16.61878 4.80516 -0.3 0.2 0.9
H -10.38852 -15.97963 10.41097 0.0 1.6 -0.1
H -9.99062 -17.62753 12.08958 0.4 0.5 1.0
H -10.22109 -20.00212 11.50885 -0.2 0.2 0.0
H -11.07550 -20.70266 9.40322 0.5 0.4 -0.3
H -11.50647 -18.96492 7.50895 0.7 0.1 1.3
H -8.50628 -16.33434 8.03325 -0.4 -0.6 -0.5
H -6.72575 -15.91241 6.53197 -0.1 0.4 -0.3
H -7.06383 -14.12428 4.66798 0.1 -0.6 0.0
H -9.37215 -13.24562 4.22674 0.6 -1.0 1.1
H -11.13453 -13.91129 5.71648 0.1 -0.9 -0.3
O -12.57605 -14.32077 12.58090 -0.4 -0.4 0.3
C -12.98902 -13.71093 11.63044 1.3 1.8 3.4
O -12.71123 -14.17847 10.44181 -0.5 -1.0 -3.1
C -13.61493 -12.29905 11.83206 -0.5 -2.5 1.2
P -12.98141 -10.96198 10.83314 0.0 0.0 -1.4
C -11.87755 -10.11825 11.94702 0.3 -1.2 1.8
C -11.86452 -8.74013 11.97500 -0.8 -0.3 -1.0
C -10.94058 -8.06445 12.70837 0.2 0.7 0.4
C -10.01959 -8.72858 13.48570 0.4 0.4 -1.1
C -10.02603 -10.11369 13.43798 0.5 -0.2 1.5
C -10.99032 -10.86166 12.80635 -1.0 2.6 -1.9
C -14.46881 -9.94389 10.84962 0.5 0.3 -1.2
C -14.77476 -9.26608 9.69351 -0.5 1.4 -1.1
C -15.91444 -8.41360 9.63729 1.2 -0.7 -0.6
C -16.62018 -8.23495 10.77294 -1.8 1.0 2.1
C -16.27391 -8.83677 11.99934 -0.7 -0.1 -0.9
C -15.25314 -9.74440 11.95264 -0.1 -0.3 2.4
H -13.66662 -12.07356 12.94225 0.3 -0.5 -1.3
H -14.63629 -12.53888 11.54025 -0.5 0.6 -0.3
H -12.56948 -8.16989 11.36353 0.2 -0.2 0.1
H -10.96698 -7.00308 12.60207 0.2 0.7 0.3
H -9.21099 -8.15006 13.92292 -0.2 -0.4 0.3
H -9.27007 -10.59442 14.02723 0.2 -0.5 0.2
H -11.05130 -11.91109 12.86929 0.1 -1.1 0.1
H -14.07482 -9.25863 8.85138 -0.4 -0.4 0.1
H -16.25285 -7.87236 8.75977 0.4 -0.2 -0.2
H -17.49883 -7.56998 10.80398 0.5 -0.3 -0.3
H -16.86416 -8.66723 12.91175 0.4 0.0 -0.5
H -15.01185 -10.26673 12.87996 0.0 0.1 -0.2
C -17.41009 -16.93117 10.44408 1.8 0.6 0.6
Si -15.98643 -16.03095 11.34432 -0.4 -0.1 0.4
C -16.60606 -15.25141 12.96126 0.5 0.2 1.2
C -14.65161 -17.25896 11.92930 0.8 0.7 0.3
N -15.47241 -14.78483 10.04273 3.0 -1.8 -0.3
C -16.27584 -13.93612 9.36460 -0.9 1.8 -2.2
C -17.55632 -13.49522 9.72464 2.6 -0.8 -1.0
C -18.21686 -12.50469 9.07546 -1.1 -0.5 0.9
C -17.69006 -11.91876 7.96730 0.2 2.0 -1.2
C -16.43437 -12.30302 7.48412 -1.4 -0.2 0.9
C -15.81472 -13.31400 8.13968 -0.6 -0.5 2.5
O -14.54681 -13.70411 7.85527 2.3 -2.0 0.5
C -13.82040 -13.04519 6.87527 2.0 1.3 -0.6
C -12.83791 -12.12242 7.22859 0.7 1.2 1.1
C -12.20360 -11.31688 6.26192 -0.5 0.5 1.7
C -12.50387 -11.47164 4.93839 0.9 0.8 -0.9
C -13.29987 -12.51600 4.58006 -1.3 -1.9 -0.5
C -14.00274 -13.32033 5.55572 -0.2 0.5 -1.9
H -17.77110 -17.78979 10.99961 0.4 -0.5 -0.3
H -16.97062 -17.10960 9.42874 -1.2 -0.1 0.7
H -18.20509 -16.22298 10.56713 -0.7 0.5 -0.9
H -16.77698 -16.15720 13.64371 0.1 1.3 -0.8
H -17.49882 -14.62164 12.97217 -0.3 -0.4 -0.4
H -15.90643 -14.55746 13.51999 -0.1 -1.1 -0.7
H -14.67147 -17.41765 13.02985 -0.5 0.2 -0.7
H -13.58020 -17.07494 11.75511 -0.3 0.4 -0.2
H -14.84363 -18.18408 11.41842 -0.2 -0.6 -0.2
H -17.91225 -13.97904 10.54380 -1.5 -0.9 2.4
H -19.15329 -12.32182 9.57960 -0.4 0.9 -0.7
H -18.14004 -11.00960 7.52139 0.1 -0.9 0.2
H -15.96914 -11.79447 6.69188 0.4 0.5 -0.9
H -12.56613 -11.88744 8.28492 -0.5 -0.4 -0.7
H -11.60528 -10.44925 6.57833 0.0 -0.8 0.1
H -12.07563 -10.77573 4.17348 -0.4 -0.9 0.7
H -13.31634 -12.71371 3.49609 -0.7 -0.2 0.7
H -14.78383 -14.05881 5.33267 0.6 0.2 -0.5
```
Positions in Å, forces in eV/Å.

Values from the calculation:
Frontier orbital gap (spin up / spin down) (eV): 6.017 / 5.779
Total charge: +1
LUMO energy (spin up / spin down) (eV): -4.4003 / -4.6331
Spin multiplicity: 2

---

Entry 2:
A 3-piece molecular cluster, C4H12O2 overall in a non-equilibrium geometry. Source: the Open Molecules 2025 dataset; level of theory: ωB97M-V/def2-TZVPD.

The geometry in XYZ format:
```
18
Properties=species:S:1:pos:R:3:forces:R:3
C -0.17430 1.57289 0.75144 0.0 -0.3 0.3
C 0.65605 0.77935 0.05978 0.1 1.2 1.0
C 0.39222 -0.68924 0.03875 -1.3 0.0 -0.1
C 1.88320 1.40701 -0.55044 -0.2 0.5 -0.6
H -0.19248 2.65297 0.72644 0.7 0.1 0.0
H -0.86433 1.16983 1.48280 -0.5 -0.3 -0.5
H -0.67994 -0.77726 0.23725 0.1 -0.2 0.4
H 0.90802 -1.24316 0.82051 0.4 -0.2 -0.4
H 0.42142 -1.12001 -0.96241 0.9 -0.1 0.0
H 2.10119 2.37143 -0.08917 -0.2 0.0 0.1
H 1.71025 1.64820 -1.60444 0.3 -0.4 -0.1
H 2.79473 0.82422 -0.43878 -0.1 -0.4 -0.2
O -4.74222 -3.21814 -3.50760 0.0 0.0 0.4
H -4.47449 -2.37543 -3.12004 -0.1 -0.2 -0.1
H -4.99137 -3.76668 -2.74876 0.1 0.2 -0.3
O 2.50276 0.75213 3.23416 0.1 0.1 1.1
H 2.27399 0.86352 2.31566 -0.5 0.3 -0.3
H 1.90914 1.29269 3.79233 0.4 -0.4 -0.9
```
Positions in Å, forces in eV/Å.

Values from the calculation:
Frontier orbital gap (eV): 10.066
SMILES: C=C(C)C.O.O
Total charge: 0
LUMO energy (eV): 0.6723

---

Entry 3:
A 2-piece molecular cluster, C5H14N2 overall in a non-equilibrium geometry. Source: the Open Molecules 2025 dataset; level of theory: ωB97M-V/def2-TZVPD.

The geometry in XYZ format:
```
21
Properties=species:S:1:pos:R:3:forces:R:3
C 3.04068 -2.05974 -0.23333 1.6 3.4 -0.5
C 2.79791 -0.70991 -0.46314 1.2 -2.3 -0.6
C 1.39608 -0.15500 -0.53339 -0.1 0.8 -1.3
N 1.23619 1.16275 0.11058 1.8 -0.1 0.0
H 4.10174 -2.41544 -0.29415 -1.2 0.3 0.0
H 2.31257 -2.77364 0.08008 -0.6 -0.2 0.1
H 3.67259 -0.06948 -0.86887 -1.5 -1.0 1.0
H 1.16369 -0.04490 -1.67326 0.0 -0.6 1.8
H 0.73115 -0.86576 -0.02612 0.0 0.2 -0.5
H 0.34068 1.56520 -0.06071 -0.8 -0.2 -0.3
H 1.91837 1.80298 -0.31148 -0.3 -0.3 0.3
C -2.44159 0.98205 1.42581 -0.4 -0.2 0.6
C -2.31514 -0.10935 0.34049 0.1 0.3 1.4
N -1.58059 0.36905 -0.81969 -0.1 0.1 -0.1
H -2.88408 1.90279 1.02133 0.3 -0.1 -0.2
H -3.16898 0.67806 2.21441 0.5 -0.1 -0.5
H -1.51586 1.22977 1.95346 0.0 0.0 -0.3
H -1.76227 -1.00043 0.76924 -0.9 0.8 -0.5
H -3.36126 -0.32975 0.11410 0.1 -0.7 -0.2
H -1.64293 -0.34151 -1.53055 0.2 -0.2 -0.3
H -2.03894 1.18226 -1.21482 -0.1 0.1 0.1
```
Positions in Å, forces in eV/Å.

Values from the calculation:
Frontier orbital gap (eV): 9.735
SMILES: C=CCN.CCN
Total charge: 0
LUMO energy (eV): 1.0165

---

Entry 4:
C22H46Br18NO4S2 as an isolated structure in a non-equilibrium geometry. Source: the Open Molecules 2025 dataset; level of theory: ωB97M-V/def2-TZVPD.

The geometry in XYZ format:
```
93
Properties=species:S:1:pos:R:3:forces:R:3
C 2.06781 3.47995 5.05370 0.8 0.3 0.1
C 2.02806 4.44874 3.88202 -0.1 0.0 0.1
C 1.72738 5.88163 4.32436 0.5 -0.2 -0.2
C 1.11768 4.02097 2.74328 0.1 0.6 0.5
S -0.60045 3.77844 3.21145 0.1 -0.8 -0.3
O -0.83048 2.36478 3.06692 0.1 -0.8 0.1
O -1.38309 4.58069 2.28685 -0.2 0.6 0.0
N -0.72576 4.20871 4.74104 -0.7 0.7 -1.1
S -1.85049 5.29678 5.05433 0.6 0.1 0.4
O -2.97653 4.71864 5.72050 -0.9 -0.5 0.2
O -1.26367 6.41952 5.75016 0.1 0.1 -0.1
H 2.08412 2.45257 4.73234 -0.2 -0.5 -0.1
H 1.28425 3.66490 5.76201 -0.5 -0.1 0.1
H 3.00582 3.64216 5.57515 0.3 0.0 0.3
H 3.03279 4.45782 3.48171 0.4 -0.1 -0.4
H 1.54190 5.91859 5.37848 -0.3 0.2 0.4
H 2.57837 6.51882 4.12171 0.3 0.3 0.0
H 0.88861 6.30295 3.79603 -0.4 0.2 0.0
H 1.09350 4.82720 2.02823 -0.1 0.3 -0.4
H 1.48615 3.14526 2.23542 -0.2 -0.4 0.1
H -2.27041 5.77936 3.87061 0.1 -0.2 -0.1
Br 1.83842 0.86953 0.88785 0.0 -0.1 0.0
C 3.74130 0.82487 0.48523 -0.3 -0.1 -0.2
C 4.55393 0.30874 1.63720 0.2 0.1 0.1
Br 4.74459 1.64593 3.03330 0.0 0.0 0.1
H 4.02276 1.83204 0.19786 0.1 0.0 0.0
H 3.84476 0.16493 -0.37267 0.1 0.0 0.0
H 5.56822 0.09922 1.30922 -0.1 -0.1 0.0
H 4.12021 -0.57168 2.09849 -0.1 0.0 0.0
Br 7.74094 0.87890 -0.02439 0.0 0.0 -0.1
C 8.06010 -0.54240 -1.31435 0.1 0.1 0.2
C 7.66159 -0.15429 -2.71126 -0.1 -0.1 -0.1
Br 5.73361 -0.18588 -2.97381 0.0 0.1 0.1
H 7.52073 -1.41468 -0.95971 0.0 0.0 0.0
H 9.12958 -0.72923 -1.26664 0.0 0.0 -0.1
H 8.05090 -0.87724 -3.42354 0.1 0.0 0.0
H 7.99609 0.84111 -2.97989 0.0 0.0 0.0
Br 1.37031 -2.22831 -3.58367 -0.2 0.2 -0.1
C 0.03360 -2.28802 -2.15737 0.0 -0.2 -0.1
C -1.31481 -2.69402 -2.69443 -0.2 0.3 0.1
Br -2.19858 -1.24516 -3.63662 0.1 0.0 -0.1
H 0.02466 -1.31139 -1.68774 0.0 0.1 0.0
H 0.40184 -3.02544 -1.44648 0.0 0.0 0.0
H -1.98374 -2.94515 -1.87441 0.1 0.0 0.1
H -1.25778 -3.52710 -3.38072 0.0 -0.1 0.0
Br 0.08653 -6.04933 -3.22619 -0.1 -0.1 0.0
C -1.09749 -7.53957 -2.81576 0.1 0.0 -0.2
C -2.43814 -7.37016 -3.47478 -0.2 0.1 0.2
Br -3.52249 -6.03847 -2.56131 0.0 0.0 -0.1
H -1.16088 -7.59864 -1.73523 -0.1 0.0 0.0
H -0.59517 -8.42400 -3.19936 0.0 0.0 -0.1
H -3.00412 -8.29654 -3.42258 0.0 0.0 0.0
H -2.35503 -7.05372 -4.50816 0.0 0.0 0.0
Br 0.55464 -6.31937 -9.15490 0.0 0.0 0.0
C 1.10687 -6.74128 -7.33786 0.1 0.1 -0.2
C 1.07787 -8.22224 -7.07767 -0.1 0.0 0.2
Br -0.74097 -8.87899 -6.83918 0.0 0.0 0.0
H 0.45267 -6.18836 -6.67297 0.0 0.0 0.1
H 2.12128 -6.36226 -7.24612 0.0 0.0 0.0
H 1.59215 -8.44948 -6.14718 0.0 0.0 0.0
H 1.51382 -8.79976 -7.88437 0.0 0.0 -0.1
Br 1.47473 6.30318 8.09871 0.2 0.0 0.2
C 0.68255 8.02641 8.51080 -0.1 -0.1 0.0
C -0.37588 8.38996 7.50082 0.0 0.3 0.2
Br 0.42533 8.99316 5.83632 0.0 0.1 0.1
H 1.48717 8.75263 8.54498 0.1 0.0 0.0
H 0.25177 7.91423 9.50292 -0.1 0.0 0.0
H -0.96430 9.23229 7.85836 0.1 0.1 0.1
H -1.03189 7.55956 7.24959 0.2 0.1 0.0
Br 4.67550 -5.98846 -3.87839 0.0 -0.1 0.0
C 3.45303 -5.10293 -2.64526 0.0 -0.1 -0.2
C 3.97914 -3.76912 -2.19878 0.3 -0.2 0.2
Br 5.41220 -3.98784 -0.89096 0.0 0.1 0.0
H 3.29128 -5.78696 -1.81977 0.0 0.0 0.0
H 2.53130 -4.98820 -3.20694 0.1 0.1 0.0
H 3.20426 -3.20403 -1.70014 -0.1 0.1 0.1
H 4.38618 -3.18153 -3.01294 0.0 0.0 0.0
Br -4.04956 -0.94630 -0.05092 0.0 -0.1 0.0
C -4.97844 0.67655 0.47862 0.1 -0.2 0.1
C -6.32598 0.77778 -0.17793 0.0 0.2 -0.1
Br -6.18094 1.28629 -2.05552 0.0 -0.1 0.0
H -4.32296 1.50275 0.23743 0.0 0.1 0.0
H -5.08449 0.61019 1.55773 0.0 0.0 0.0
H -6.91898 1.56130 0.28656 0.0 0.0 0.0
H -6.87640 -0.15580 -0.15122 0.0 -0.1 0.0
Br -12.75451 -0.04706 -3.06574 0.0 0.1 0.0
C -10.90038 0.44864 -3.39653 -0.1 -0.2 0.0
C -10.02346 0.17662 -2.20640 0.2 0.2 0.1
Br -10.27456 1.49817 -0.80342 0.0 -0.1 0.0
H -10.90267 1.49467 -3.67985 0.0 0.1 0.0
H -10.58727 -0.15716 -4.24256 0.0 0.0 0.0
H -8.97415 0.25203 -2.48559 0.0 0.0 0.0
H -10.21281 -0.79341 -1.76119 0.0 -0.1 0.0
```
Positions in Å, forces in eV/Å.

Values from the calculation:
Frontier orbital gap (eV): 6.858
Total charge: -1
LUMO energy (eV): 1.1725

---

Entry 5:
A 5-piece molecular cluster, C23H41F3O12S overall. Source: the Open Molecules 2025 dataset; level of theory: ωB97M-V/def2-TZVPD.

The geometry in XYZ format:
```
80
Properties=species:S:1:pos:R:3:forces:R:3
C 3.40291 5.71597 3.61388 -0.2 0.0 -0.3
C 4.21055 5.56081 2.74044 -0.1 0.1 -0.1
C 5.12659 5.30286 1.61995 -0.1 0.0 0.5
C 5.18031 3.80517 1.29452 0.0 0.1 -0.5
C 3.84912 3.36284 0.68735 0.4 0.3 -0.1
O 3.59786 1.97266 1.00404 -0.5 0.1 0.4
S 2.03499 1.59443 0.98869 -0.1 -0.3 -0.2
O 1.99130 0.19035 1.28563 0.2 -0.1 0.0
O 1.54498 2.32688 2.42603 0.4 0.4 -0.5
C 0.36237 3.04883 2.27495 -0.2 -0.4 0.5
O 0.55644 4.07033 1.28462 -0.2 0.3 0.2
C -0.55380 4.75166 0.94556 0.3 0.3 -0.4
F -1.36097 4.02651 0.13823 0.0 0.1 0.2
F -1.29048 5.12959 2.00208 0.1 -0.1 -0.1
F -0.18541 5.84688 0.27451 -0.1 -0.4 0.2
H 2.57129 5.85758 4.26197 0.2 0.0 0.2
H 6.11385 5.69821 1.86218 0.0 -0.1 0.0
H 4.78022 5.86287 0.74776 0.0 0.0 0.0
H 5.43904 3.20624 2.16492 -0.1 0.1 0.1
H 5.95628 3.65559 0.54141 0.1 -0.1 0.1
H 3.03970 3.99290 1.05594 -0.1 -0.1 0.1
H 3.90659 3.47836 -0.39721 -0.2 -0.1 0.0
H 0.15066 3.50250 3.24131 0.1 0.0 0.0
H -0.47441 2.40228 1.98935 0.0 0.1 -0.2
O 2.39953 4.27445 -5.46172 0.0 0.0 0.1
C 1.36890 3.98682 -4.91874 -0.1 -0.1 -0.2
O 1.37514 3.77116 -3.58871 0.2 0.2 0.2
C 0.18002 3.59846 -2.82027 -0.2 -0.3 0.1
C -0.30678 2.16433 -2.84987 0.3 0.0 0.0
C 0.08684 3.79298 -5.69549 -0.2 0.3 0.1
H -0.58995 4.30547 -3.13581 0.0 0.0 -0.1
H 0.45826 3.87188 -1.80350 0.1 0.0 0.0
H -0.57771 1.85191 -3.85644 -0.1 0.0 0.0
H -1.17769 2.04007 -2.21397 -0.1 0.0 0.0
H 0.48424 1.49649 -2.50255 0.0 0.1 0.0
H 0.07722 2.78325 -6.10305 0.0 0.0 0.0
H 0.08108 4.50383 -6.51822 0.1 -0.1 -0.1
H -0.81891 3.94955 -5.11487 0.0 -0.1 0.0
O -3.34936 1.66669 -3.16145 -0.2 0.0 0.0
C -4.22769 2.17124 -2.51521 0.0 0.2 -0.1
O -5.39659 1.52050 -2.38754 0.0 -0.2 0.0
C -6.44113 1.95121 -1.50980 -0.2 0.1 0.1
C -7.33235 2.99075 -2.15700 0.1 0.1 -0.1
C -4.06624 3.54790 -1.91003 0.0 -0.1 0.3
H -6.02852 2.29230 -0.55901 0.0 0.0 0.0
H -7.01655 1.05192 -1.29760 0.1 -0.1 0.0
H -6.78084 3.89905 -2.40079 0.0 0.0 0.1
H -8.15271 3.25613 -1.48996 0.0 0.0 0.0
H -7.74779 2.60172 -3.08639 0.0 0.0 0.0
H -4.28564 4.29223 -2.67449 0.0 0.0 0.0
H -3.03288 3.66067 -1.59538 0.1 0.0 -0.2
H -4.69273 3.73268 -1.04081 -0.1 0.1 -0.1
O -0.13058 -5.65205 3.16815 0.1 0.1 0.1
C -0.36238 -4.69070 2.48303 -0.3 0.0 0.0
O 0.43226 -3.61447 2.58731 0.2 -0.1 0.0
C 0.34307 -2.48643 1.70603 -0.1 0.2 -0.1
C -0.71230 -1.50272 2.16504 -0.1 -0.1 0.1
C -1.56642 -4.65164 1.57170 0.2 -0.1 -0.4
H 0.18500 -2.81279 0.67703 -0.1 0.0 0.0
H 1.31980 -2.01585 1.73980 0.1 -0.1 0.1
H -1.70833 -1.94780 2.16248 0.0 0.0 -0.1
H -0.72133 -0.63093 1.51097 0.0 0.0 0.0
H -0.50166 -1.17750 3.18438 0.1 0.0 0.0
H -2.43755 -4.36760 2.16061 0.0 0.0 0.0
H -1.72231 -5.65334 1.17576 0.0 0.0 0.2
H -1.46776 -3.97340 0.72799 -0.1 0.1 0.1
O -0.83050 -8.90139 0.65523 0.0 0.0 -0.1
C 0.30552 -9.03221 1.02234 -0.1 -0.1 0.3
O 1.18260 -9.63433 0.18910 0.0 0.0 -0.3
C 2.58584 -9.68977 0.44783 0.1 -0.1 0.1
C 2.95301 -10.85722 1.34064 -0.1 0.0 0.1
C 0.75489 -8.60389 2.39744 0.2 0.3 -0.2
H 2.94261 -8.73827 0.84471 0.0 0.0 0.0
H 3.04724 -9.81524 -0.53080 -0.1 0.0 0.0
H 2.49035 -10.77091 2.32364 0.0 0.1 0.0
H 4.03417 -10.91036 1.47291 0.0 0.0 0.0
H 2.60733 -11.79113 0.89718 0.0 0.0 0.0
H 0.51214 -9.39217 3.10960 0.0 0.0 0.0
H 0.21103 -7.70176 2.66356 -0.1 -0.1 0.1
H 1.81513 -8.37213 2.46692 0.0 -0.1 0.0
```
Positions in Å, forces in eV/Å.

Values from the calculation:
Frontier orbital gap (eV): 9.962
Total charge: 0
LUMO energy (eV): 0.1583

---

Look up the total charge of the first one. +1

---

Which of these has the highest total charge? C49H46I2NO5P2SiV